{"formula": "C4H13N2O", "method": "ωB97M-V with the def2-TZVPD basis set", "charge": -1, "energy_ha": -344.9022, "molar_mass_da": 105.2, "gap_ev": 6.873, "de_lowest_kj_mol": 153.9, "symbols": ["C", "O", "C", "N", "H", "H", "H", "H", "H", "H", "C", "N", "C", "H", "H", "H", "H", "H", "H", "H"], "coordinates": [[-1.22346, 0.02318, 0.88044], [-0.24603, -0.25182, 0.00598], [-0.69587, 0.57450, 2.16391], [-1.74950, 1.15322, 3.07773], [-1.95349, 0.81898, 0.41532], [-1.89546, -0.89475, 1.11111], [-0.12876, -0.29325, 2.67133], [-0.01911, 1.42846, 1.83516], [-1.97167, 0.42995, 3.78604], [-1.34164, 1.93570, 3.61792], [1.90448, -1.46713, -1.58427], [0.79923, -0.79041, -2.24417], [1.01029, 0.64848, -2.44282], [2.87986, -1.38756, -2.13288], [2.17756, -1.12235, -0.57742], [1.68100, -2.55987, -1.50764], [-0.04398, -0.82671, -1.65268], [1.23846, 1.24248, -1.54539], [0.11964, 1.12872, -2.91343], [1.90503, 0.90098, -3.09381]], "forces_ev_per_angstrom": [[-1.796, -0.060, -1.792], [0.026, -0.325, 0.471], [0.821, 0.554, 1.128], [0.633, -0.472, 0.778], [0.466, -0.789, 0.932], [0.357, 0.795, 0.033], [-0.354, 1.523, -0.608], [-0.436, -1.177, 0.678], [0.026, 0.708, -0.595], [-0.282, -0.700, -0.439], [0.599, -0.599, -0.094], [0.444, 0.722, -0.948], [0.838, 0.613, -0.670], [-0.838, 0.022, -0.206], [-0.559, 0.196, 0.114], [0.090, 0.775, -0.035], [0.629, -0.126, 0.455], [-0.357, -0.422, 0.363], [0.541, -0.530, 0.284], [-0.848, -0.705, 0.151]], "lowdin_charge": [-0.564, -0.334, -0.325, -0.057, 0.099, 0.090, 0.113, 0.112, 0.043, 0.037, -0.208, -0.206, -0.205, 0.058, 0.054, 0.067, 0.047, 0.052, 0.067, 0.060]}